Entry 1:
This record from the Open Molecules 2025 dataset describes the ion C4H9N4 with charge +1 at a distorted geometry. The level of theory is wB97M-V/def2-TZVPD.

Computed properties:
charge	+1
HOMO-LUMO gap	10.2	eV
SMILES	CC1=NN=C[C@@]1(N)[NH3+]
E_tot	-10244.7454	eV
LUMO energy	-4.26	eV
energy relative to the best compared isomer or geometry (same formula, charge and spin)	3.253	eV

Atoms and positions in Å:
H (1.4038, 1.1576, 1.0895)
H (2.9751, 0.3949, 0.7731)
C (-0.2829, -0.6671, -0.0976)
N (-0.6053, -0.3565, -1.4377)
C (1.9511, 0.4790, 0.4074)
H (1.9342, 0.9440, -0.4958)
H (-0.0183, 0.3892, -1.8600)
H (-0.9545, -0.9956, -2.1730)
C (-0.6823, -2.1985, 0.1022)
H (-2.0518, 0.4105, 0.3530)
H (-0.5586, 1.1968, 0.7618)
H (-1.3278, 0.2287, 1.9491)
N (-1.1976, 0.3984, 0.8397)
H (-1.6693, -2.6544, -0.0449)
N (1.5172, -1.9612, 0.4205)
C (1.1303, -0.7676, 0.2777)
N (0.3712, -2.8271, 0.3718)

Entry 2:
This record from the Open Molecules 2025 dataset describes the ion C4H9N4 with charge +1 at a distorted geometry. The level of theory is wB97M-V/def2-TZVPD.

Computed properties:
charge	+1
HOMO-LUMO gap	11.3	eV
SMILES	C[C@H]1N[C@H](C#N)N[NH2+]1
E_tot	-10244.5318	eV
LUMO energy	-3.66	eV
energy relative to the best compared isomer or geometry (same formula, charge and spin)	3.467	eV

Atoms and positions in Å:
C (-2.0175, -0.9101, 0.1911)
H (1.2501, 1.4264, 1.0458)
H (0.1389, -1.4120, -1.3624)
N (3.6033, -0.6736, 0.4458)
N (-0.4309, 1.2150, 0.0557)
H (-2.0196, -1.9938, 0.0446)
C (2.6104, -0.2155, 0.1111)
C (-0.5865, -0.4188, 0.2786)
C (1.4680, 0.1409, -0.6693)
H (-1.0464, 1.7071, 0.8058)
N (0.3734, -0.7573, -0.6138)
H (-2.7002, -0.2641, -0.3893)
H (-0.7100, 1.6315, -0.8917)
H (-0.2900, -0.3633, 1.3577)
N (1.0074, 1.5071, 0.0588)
H (1.7064, 0.2335, -1.7040)
H (-2.3569, -0.8530, 1.2355)

Entry 3:
This record from the Open Molecules 2025 dataset describes a structure of composition C4H9N4 at a distorted geometry. The level of theory is wB97M-V/def2-TZVPD.

Computed properties:
charge	+1
HOMO-LUMO gap	9.0	eV
E_tot	-10244.5140	eV
LUMO energy	-4.07	eV
energy relative to the best compared isomer or geometry (same formula, charge and spin)	3.484	eV

Atoms and positions in Å:
H (-2.5631, 0.7850, 0.7712)
N (-0.5445, -2.0832, 0.0287)
H (-1.9998, 0.8784, -0.7730)
H (-1.3866, -2.2903, 0.5550)
H (1.7110, 2.7133, -0.4550)
N (0.8885, 2.2404, -0.1541)
C (0.0192, -0.9311, 0.1871)
N (-2.6296, 0.3835, -0.1354)
H (0.2899, 2.8673, 0.4184)
H (3.2750, -0.6422, 0.3871)
H (-0.2565, -2.5108, -0.8392)
C (0.7159, 0.9669, 0.2200)
N (2.4812, -0.8989, -0.1299)
C (-0.2409, 0.2300, 1.0126)
H (-3.5857, 0.4924, -0.4566)
C (1.2459, -0.3300, -0.2007)
H (2.5800, -1.8707, -0.4363)

Entry 4:
This record from the Open Molecules 2025 dataset describes a structure of composition C4H9N4O at a distorted geometry. The level of theory is wB97M-V/def2-TZVPD.

Computed properties:
charge	+1
HOMO-LUMO gap	9.6	eV
E_tot	-12293.4375	eV
LUMO energy	-3.82	eV
energy relative to the best compared isomer or geometry (same formula, charge and spin)	2.184	eV

Atoms and positions in Å:
H (-1.0173, 0.7016, -1.5406)
H (0.1758, -1.1872, -3.0126)
H (-0.1559, -0.4295, 3.6678)
N (-0.1597, -0.5823, 2.6649)
C (-0.0651, 0.2479, -1.2491)
H (0.7781, 2.0595, -0.4895)
N (-1.7182, 0.9713, 1.7429)
C (-0.0182, -1.6605, -0.9162)
H (1.2115, 1.6924, -2.1633)
H (-0.1954, -3.2606, 0.1142)
O (-0.0191, -2.9604, -0.7867)
H (0.5091, -1.2219, 2.2652)
H (1.9691, 0.7961, -0.8375)
N (0.2246, -0.9619, -2.0355)
C (1.0476, 1.2629, -1.1784)
C (-0.8861, 0.1555, 1.9142)
H (-2.2002, 1.5243, 1.0697)
N (-0.2076, -0.6573, -0.0894)

Entry 5:
This record from the Open Molecules 2025 dataset describes the ion C4H9N4O with charge +1 at a distorted geometry. The level of theory is wB97M-V/def2-TZVPD.

Computed properties:
charge	+1
HOMO-LUMO gap	10.3	eV
SMILES	[H]/N=C(N)/C=C\NC(=[NH2+])O
E_tot	-12294.3498	eV
LUMO energy	-3.31	eV
energy relative to the best compared isomer or geometry (same formula, charge and spin)	1.272	eV

Atoms and positions in Å:
H (0.2113, -2.9069, 0.0453)
N (-0.1282, 0.8991, 0.0445)
C (1.6965, 0.0640, 0.1159)
H (-2.3532, 1.6909, 0.8645)
C (-1.1576, -1.2106, 0.0454)
H (-0.1618, 1.9520, 0.2937)
H (2.0792, 1.3044, -1.5065)
H (1.9195, -0.3330, -1.9611)
N (1.2258, -1.1059, 0.6254)
H (2.6920, 1.6683, 0.3105)
C (-1.1987, 0.2093, 0.1962)
N (2.0479, 0.2779, -1.1851)
C (0.0148, -1.8225, 0.1340)
N (-2.4050, 0.7452, 0.5745)
O (2.2525, 0.9745, 0.8763)
H (-3.2375, 0.2141, 0.5912)
H (1.6198, -1.5939, 1.4361)
H (-2.1707, -1.6760, -0.2576)

Entry 6:
This record from the Open Molecules 2025 dataset describes a structure of composition C4H9N4O2 at a distorted geometry. The level of theory is wB97M-V/def2-TZVPD.

Computed properties:
charge	+1
HOMO-LUMO gap	11.0	eV
E_tot	-14337.7128	eV
LUMO energy	-3.90	eV
energy relative to the best compared isomer or geometry (same formula, charge and spin)	4.491	eV

Atoms and positions in Å:
H (2.0685, 1.7972, -0.5142)
H (-0.5774, -1.5250, 1.0414)
C (0.7189, 0.5216, 1.0268)
C (2.0953, 0.2586, 1.4456)
C (1.7992, 0.8592, 0.0818)
H (2.4608, 0.9460, 2.2313)
H (-2.0821, -2.1225, -0.3583)
N (-2.3517, -1.2344, -0.7175)
H (2.3922, -0.8018, 1.3068)
H (1.8259, 0.1120, -0.7496)
N (-1.3671, 0.7642, -1.1414)
H (-3.0735, -1.2507, -1.4960)
H (-0.9225, 1.5783, -0.7204)
N (-0.3187, -0.8596, 0.3059)
C (-1.3150, -0.3987, -0.5073)
N (-0.1403, 1.3750, 1.8580)
O (0.4109, 2.2416, 2.4880)
H (-2.2091, 0.8421, -1.7412)
O (-1.3219, 1.0991, 1.9520)

What is the HOMO-LUMO gap in the sixth record?
11.0 eV